Entry from OMol25: a molecular structure, C21H50Cl7NO10 in a non-equilibrium geometry (ωB97M-V/def2-TZVPD).

Properties
E_LUMO = 0.0 eV
HOMO = -8.98 eV

Each line ends with the Löwdin charge.
Geometry (Å):
C  -1.804  -3.349  -2.219  -0.118
C  -1.738  -2.741  -0.773  -0.166
C  -2.314  -1.293  -0.665  -0.131
C  -1.635  -0.105  -1.390  -0.075
N  -2.412  1.246  -1.352  -0.154
C  -2.608  1.540  0.208  -0.057
C  -2.296  3.025  0.395  -0.175
C  -2.027  3.674  -0.902  -0.153
C  -1.592  2.495  -1.831  -0.051
C  -3.776  1.231  -2.060  0.038
H  -2.800  -3.409  -2.656  0.061
H  -1.614  -4.422  -2.243  0.080
H  -1.093  -2.935  -2.934  0.032
H  -0.753  -2.699  -0.308  0.029
H  -2.229  -3.408  -0.065  0.124
H  -2.495  -1.084  0.389  0.080
H  -3.332  -1.535  -0.970  0.108
H  -1.570  -0.333  -2.454  0.136
H  -0.631  0.206  -1.103  0.036
H  -3.599  1.123  0.385  0.135
H  -1.888  1.116  0.907  0.098
H  -3.114  3.564  0.874  0.127
H  -1.513  3.120  1.147  0.099
H  -2.881  4.234  -1.283  0.119
H  -1.224  4.406  -0.810  0.039
H  -1.695  2.842  -2.859  0.140
H  -0.542  2.280  -1.630  0.074
H  -4.297  0.307  -1.812  0.097
H  -3.523  1.341  -3.115  0.100
H  -4.380  2.108  -1.830  0.104
Cl  0.790  0.492  0.586  0.848
O  0.397  -0.676  -0.057  -0.377
O  2.100  1.041  0.204  -0.287
O  -0.207  1.513  0.383  -0.315
O  0.755  0.150  2.025  -0.359
C  1.294  -3.658  -1.691  -0.122
C  1.625  -2.618  -0.546  -0.178
O  0.589  -2.698  0.417  -0.233
O  0.214  -3.372  -2.592  -0.166
H  1.185  -4.599  -1.152  0.126
H  2.185  -3.892  -2.273  0.120
H  1.461  -1.600  -0.899  0.074
H  2.514  -2.856  0.038  0.077
H  0.464  -1.835  0.818  -0.014
H  0.545  -3.486  -3.485  0.115
C  2.244  -0.471  -2.568  -0.134
C  0.984  0.540  -2.684  -0.109
O  1.432  1.969  -2.818  -0.135
O  2.717  -0.617  -1.257  -0.190
H  3.048  -0.189  -3.248  0.130
H  1.945  -1.489  -2.816  0.103
H  0.327  0.289  -1.852  0.035
H  0.419  0.330  -3.592  0.125
H  1.383  2.401  -1.962  -0.141
H  2.822  0.288  -0.957  0.057
C  -0.874  -2.149  2.028  -0.154
C  -1.911  -2.506  3.173  -0.207
O  -3.187  -2.079  2.854  -0.035
O  -1.193  -0.850  1.542  -0.195
H  -1.075  -2.812  1.187  0.090
H  0.176  -1.981  2.268  0.122
H  -1.472  -2.024  4.047  0.107
H  -2.028  -3.542  3.492  0.123
H  -2.957  -1.217  2.501  0.066
H  -0.431  -0.430  1.135  -0.062
Cl  1.491  1.608  6.199  0.561
C  1.019  1.285  4.518  -0.717
C  1.792  2.051  3.470  -0.605
Cl  1.446  3.832  3.628  0.573
H  -0.058  1.449  4.574  0.065
H  1.134  0.204  4.439  -0.001
H  1.645  1.803  2.419  0.025
H  2.828  1.889  3.768  0.062
Cl  3.268  3.697  -1.314  0.712
C  1.571  3.390  -0.986  -0.723
C  1.033  4.042  0.301  -0.652
Cl  0.623  5.691  -0.088  0.649
H  1.583  2.345  -0.678  0.010
H  0.991  3.559  -1.894  0.094
H  1.741  4.120  1.127  0.015
H  0.188  3.617  0.842  0.030
Cl  2.960  -1.045  3.336  0.704
C  2.671  -1.281  1.571  -0.630
C  3.921  -1.625  0.826  -0.560
Cl  4.693  -3.164  1.574  0.505
H  2.146  -0.473  1.062  0.004
H  2.088  -2.187  1.405  0.057
H  4.698  -0.861  0.807  0.088
H  3.621  -1.860  -0.195  0.043


Entry from OMol25: 7 unconnected molecules or ions with the total composition C48H51ClN11OPS in a non-equilibrium geometry (ωB97M-V/def2-TZVPD).

Properties
E_LUMO = -1.9 eV
SMILES = [H]/N=C(/N)NCCCCc1cc(Cc2ccccc2)c2nsnc2c1P(O)Cl.c1ccncc1.c1ccncc1.c1ccncc1.c1ccncc1.c1ccncc1.c1ccncc1
HOMO = -8.64 eV

Each line ends with the Löwdin charge.
Geometry (Å):
H  -1.171  -0.887  -0.208  0.012
N  -0.180  -1.164  -0.009  0.104
C  0.680  -0.479  -0.866  -0.361
N  2.177  -0.776  -0.641  0.040
N  0.190  0.516  -1.913  -0.024
C  -0.793  -0.154  -2.879  -0.207
C  -0.842  0.570  -4.349  -0.174
C  -2.212  1.415  -4.664  -0.211
C  -2.919  2.109  -3.358  -0.201
C  -1.923  3.021  -2.429  -0.108
C  -0.568  3.703  -3.050  0.022
C  0.528  4.599  -2.209  -0.076
C  1.843  5.136  -3.054  -0.161
C  3.270  4.689  -2.369  -0.146
C  4.580  5.679  -2.634  -0.033
C  6.074  5.435  -2.001  -0.076
C  6.300  4.116  -1.030  -0.075
C  5.027  3.064  -0.770  -0.050
C  3.524  3.360  -1.440  -0.021
C  0.257  4.895  -0.618  -0.183
N  1.110  5.723  0.338  -0.263
S  0.224  5.630  1.881  0.880
N  -1.180  4.605  1.507  -0.283
C  -1.113  4.209  0.022  -0.186
C  -2.222  3.269  -0.802  -0.264
P  -3.772  2.482  0.061  0.627
O  -4.824  3.718  0.711  -0.423
Cl  -3.060  1.425  1.812  0.115
H  2.674  -0.869  -1.556  0.068
H  2.610  -0.041  -0.029  0.072
H  1.010  0.920  -2.420  0.086
H  -1.822  -0.242  -2.330  0.108
H  -0.423  -1.276  -3.054  0.126
H  0.080  1.285  -4.439  0.097
H  -0.759  -0.284  -5.178  0.095
H  -1.963  2.244  -5.466  0.112
H  -2.989  0.688  -5.186  0.123
H  -3.488  1.292  -2.730  0.097
H  -3.752  2.849  -3.780  0.133
H  -0.368  3.513  -4.211  0.101
H  1.809  4.625  -4.130  0.122
H  1.808  6.294  -3.217  0.122
H  4.406  6.627  -3.322  0.090
H  6.935  6.193  -2.233  0.084
H  7.357  3.958  -0.548  0.081
H  5.254  2.148  -0.072  0.076
H  2.629  2.608  -1.237  0.075
H  -5.472  3.243  1.338  0.066
C  -2.309  -3.823  -8.391  -0.079
C  -1.284  -3.357  -7.575  -0.075
C  -1.045  -1.992  -7.538  -0.163
N  -1.748  -1.086  -8.252  0.053
C  -2.736  -1.569  -9.037  -0.152
C  -3.053  -2.914  -9.138  -0.077
H  -2.527  -4.886  -8.445  0.106
H  -0.686  -4.039  -6.982  0.103
H  -0.258  -1.579  -6.914  0.086
H  -3.285  -0.821  -9.602  0.101
H  -3.859  -3.246  -9.783  0.102
C  -4.970  -4.180  0.900  -0.080
C  -4.458  -4.068  -0.388  -0.075
C  -3.882  -2.865  -0.763  -0.153
N  -3.792  -1.790  0.050  0.055
C  -4.300  -1.927  1.294  -0.161
C  -4.891  -3.090  1.761  -0.075
H  -5.428  -5.108  1.230  0.104
H  -4.505  -4.899  -1.083  0.102
H  -3.465  -2.730  -1.756  0.097
H  -4.218  -1.048  1.927  0.045
H  -5.281  -3.145  2.772  0.100
C  0.166  -4.528  0.848  -0.076
C  -0.071  -5.325  1.962  -0.073
C  0.493  -6.590  1.995  -0.157
N  1.258  -7.098  1.003  0.039
C  1.469  -6.301  -0.067  -0.170
C  0.952  -5.021  -0.189  -0.084
H  -0.258  -3.530  0.787  0.069
H  -0.680  -4.970  2.786  0.066
H  0.340  -7.250  2.844  0.096
H  2.085  -6.732  -0.850  0.093
H  1.155  -4.424  -1.071  0.092
C  -2.813  -6.234  7.297  -0.081
C  -3.587  -6.189  6.142  -0.080
C  -3.026  -5.645  4.997  -0.145
N  -1.770  -5.150  4.938  0.059
C  -1.044  -5.204  6.076  -0.143
C  -1.516  -5.733  7.267  -0.069
H  -3.218  -6.654  8.212  0.104
H  -4.602  -6.570  6.132  0.100
H  -3.588  -5.591  4.070  0.096
H  -0.039  -4.798  6.003  0.083
H  -0.887  -5.753  8.150  0.103
C  1.639  -0.418  6.603  -0.082
C  2.742  -1.243  6.417  -0.081
C  2.564  -2.430  5.724  -0.147
N  1.377  -2.835  5.221  0.055
C  0.324  -2.014  5.419  -0.152
C  0.404  -0.807  6.095  -0.073
H  1.740  0.521  7.139  0.104
H  3.718  -0.969  6.801  0.100
H  3.395  -3.107  5.550  0.102
H  -0.619  -2.363  5.007  0.097
H  -0.475  -0.185  6.223  0.101
C  3.594  6.795  2.055  -0.085
C  3.419  7.497  3.243  -0.081
C  4.542  7.999  3.880  -0.158
N  5.801  7.843  3.416  0.047
C  5.940  7.156  2.261  -0.152
C  4.878  6.620  1.550  -0.063
H  2.737  6.388  1.526  0.017
H  2.431  7.649  3.663  0.092
H  4.457  8.556  4.808  0.098
H  6.962  7.043  1.910  0.098
H  5.049  6.079  0.627  0.070